Entry 1:
The following is a quantum chemistry calculation of 10 unconnected molecules or ions with the total composition C32H36N10O6 in a non-equilibrium geometry, from the Open Molecules 2025 dataset.

Results
HOMO (eV): -9.5
E (Eh): -2239.6452
LUMO level (eV): -0.89
Net charge: 0
Energy relative to the best compared isomer or geometry (same formula, charge and spin) (kJ/mol): 0.00

Each line ends with the Mulliken charge.
Geometry (Å):
1 O 5.37186 10.05508 13.66763  -0.615
2 N 4.51480 9.21368 13.55755  0.967
3 O 4.14237 8.72319 12.49908  -0.503
4 C 3.90186 8.68325 14.77566  0.109
5 C 2.69143 8.02033 14.65537  -0.736
6 C 2.15514 7.42451 15.78418  -0.393
7 C 2.83878 7.48033 16.99328  -0.552
8 C 4.00856 8.22372 17.10565  -0.435
9 C 4.54773 8.84095 15.98207  -0.245
10 H 2.21341 7.93526 13.69110  0.706
11 H 1.23434 6.86153 15.70124  0.410
12 H 2.41451 6.96950 17.84790  0.398
13 H 4.57164 8.18230 18.02819  0.403
14 H 5.52679 9.29762 16.00990  0.471
15 O 6.61867 6.38896 15.86449  -0.586
16 N 7.52884 5.86393 15.24671  1.025
17 O 8.56063 5.46376 15.73155  -0.620
18 C 7.34540 5.67336 13.81003  -0.272
19 C 8.28761 4.93021 13.11574  -0.492
20 C 8.03202 4.63649 11.79557  -0.471
21 C 6.89866 5.15086 11.15972  -0.733
22 C 6.00894 5.95263 11.86035  -0.103
23 C 6.20506 6.17020 13.21570  0.049
24 H 9.18728 4.65277 13.64584  0.492
25 H 8.75726 4.06982 11.22644  0.374
26 H 6.83530 5.04019 10.08627  0.424
27 H 5.20161 6.46899 11.35413  0.618
28 H 5.50481 6.70801 13.83893  0.187
29 O -2.12258 17.46720 11.56380  -0.617
30 N -2.05468 16.36361 11.05971  1.005
31 O -2.99881 15.69171 10.71543  -0.607
32 C -0.71794 15.79279 10.85661  0.143
33 C -0.61280 14.52365 10.31395  -0.566
34 C 0.65041 13.96762 10.20992  -0.230
35 C 1.77619 14.66796 10.63640  -0.462
36 C 1.64398 15.92356 11.19998  -0.409
37 C 0.38018 16.48503 11.33368  -0.359
38 H -1.50820 14.00713 10.00106  0.466
39 H 0.80523 13.01841 9.71441  0.384
40 H 2.74135 14.19068 10.51917  0.442
41 H 2.46077 16.49579 11.61974  0.365
42 H 0.26279 17.46143 11.77773  0.433
43 C 1.37533 10.99612 6.14879  -0.270
44 C 0.10059 11.56490 6.57898  0.189
45 N -0.88928 12.01763 6.93747  -0.410
46 H 1.41216 10.89913 5.06575  0.368
47 H 1.47667 10.01244 6.60394  -0.225
48 H 2.18933 11.64333 6.46708  0.322
49 C 4.86383 7.22276 4.09836  -1.016
50 C 4.18419 7.66275 5.30301  0.374
51 N 3.68767 7.99801 6.28410  -0.234
52 H 4.17873 7.00696 3.28731  0.347
53 H 5.43390 6.32713 4.35505  0.296
54 H 5.57878 7.98711 3.79727  0.290
55 C 2.57628 5.17717 12.63237  -0.386
56 C 1.91608 5.77527 11.47481  0.450
57 N 1.39298 6.24910 10.56644  -0.451
58 H 3.03527 5.94910 13.23733  -0.161
59 H 3.35691 4.51373 12.24270  0.254
60 H 1.87436 4.52296 13.14385  0.389
61 C -0.45983 7.26506 7.62766  0.112
62 C -1.08784 8.01799 6.53504  0.125
63 N -1.58266 8.60021 5.67795  -0.389
64 H 0.52599 7.68425 7.80211  -0.560
65 H -0.41870 6.21350 7.36402  0.289
66 H -1.05427 7.38923 8.53025  0.344
67 C 3.12006 4.88241 7.92766  -0.246
68 C 3.78316 3.97378 8.83173  0.331
69 N 4.31334 3.25105 9.55239  -0.492
70 H 2.08404 5.10694 8.15002  0.132
71 H 3.16340 4.41081 6.93658  0.383
72 H 3.68310 5.80614 7.79604  -0.110
73 C 3.13558 8.87861 9.28923  2.122
74 C 2.95181 10.30303 9.31871  0.134
75 N 2.78477 11.44103 9.27965  -0.378
76 H 4.05010 8.61136 8.75982  -0.277
77 H 2.30482 8.36722 8.82214  -0.968
78 H 3.29560 8.46943 10.28500  -0.548
79 C 6.44220 9.86835 6.98348  -0.586
80 C 7.01497 8.58398 7.34265  0.397
81 N 7.47183 7.56357 7.57314  -0.439
82 H 6.77198 10.12362 5.97609  0.302
83 H 6.76300 10.63318 7.68884  0.323
84 H 5.35485 9.86138 6.96097  0.009


Entry 2:
The following is a quantum chemistry calculation of a molecular structure, C32H36N10O9RuS2, from the Open Molecules 2025 dataset.

Results
HOMO (alpha / beta) (eV): -10.6 / -10.9
E (Eh): -3356.7205
LUMO level (alpha / beta) (eV): -2.64 / -3.61
2S+1: 6
Net charge: +1
<S²>: 8.76
Energy relative to the best compared isomer or geometry (same formula, charge and spin) (kJ/mol): 5.09

Each line ends with the Löwdin spin population.
Geometry (Å):
1 Ru -0.43415 0.56047 0.96632  3.996
2 O -2.00928 -3.11248 2.40269  0.017
3 C -1.68653 -2.15340 1.72186  0.011
4 O -1.39063 -0.98432 2.16337  0.128
5 C -1.62582 -2.30783 0.20799  0.005
6 C -1.97360 -3.55036 -0.35589  0.002
7 C -1.85602 -3.71038 -1.70207  -0.001
8 C -1.36592 -2.64390 -2.48969  0.002
9 C -1.17365 -2.76670 -3.88705  0.000
10 C -0.67094 -1.72613 -4.61038  0.000
11 C -0.33984 -0.51544 -3.96329  0.000
12 C -0.52166 -0.36172 -2.61779  0.000
13 C -1.04498 -1.42614 -1.84643  0.007
14 N -1.21033 -1.27644 -0.49385  0.076
15 H -2.30114 -4.33527 0.30974  0.001
16 H -2.11032 -4.64872 -2.18034  0.000
17 H -1.42597 -3.70483 -4.36543  0.000
18 H -0.51642 -1.82631 -5.67613  0.000
19 H 0.07516 0.29936 -4.54395  0.000
20 H -0.26557 0.56569 -2.12642  0.000
21 C -0.46168 3.84620 4.58273  0.001
22 N -1.73748 3.21529 4.28084  0.013
23 C -2.89756 3.85609 4.89352  0.001
24 C -1.82630 2.43982 3.16885  0.015
25 N -0.92724 2.36549 2.25094  0.094
26 N -2.96212 1.64088 3.12431  0.003
27 C -3.43362 0.89489 2.06139  0.018
28 N -4.54164 0.16150 2.36844  0.012
29 N -2.88586 0.95107 0.89960  0.063
30 H -0.47432 4.15609 5.62544  0.000
31 H -0.28122 4.73233 3.96488  0.000
32 H 0.34949 3.13129 4.45233  0.000
33 H -2.89946 3.68447 5.96985  0.001
34 H -3.82527 3.48284 4.47012  0.000
35 H -2.86400 4.93327 4.71397  0.000
36 H -0.18661 3.04681 2.36293  0.003
37 H -3.38340 1.46083 4.01949  0.000
38 H -4.74421 -0.04708 3.33227  0.001
39 H -4.78020 -0.58052 1.73174  0.000
40 H -3.34562 0.31635 0.25359  0.001
41 O -0.80078 2.10734 -0.72509  0.084
42 S -1.93779 3.11058 -0.84259  0.010
43 C -3.13116 2.32203 -1.98018  0.001
44 C -2.91016 2.88173 -3.38981  0.000
45 C -1.48853 3.43647 -3.43724  0.001
46 C -1.33458 4.21350 -2.13841  0.006
47 H -4.13967 2.46560 -1.59619  0.000
48 H -2.87156 1.26489 -1.91232  0.000
49 H -3.62061 3.68751 -3.58314  0.000
50 H -3.08172 2.10936 -4.13911  0.000
51 H -1.32110 4.07308 -4.30519  0.000
52 H -0.75613 2.62705 -3.46625  0.000
53 H -1.96742 5.10439 -2.12118  0.001
54 H -0.31659 4.48910 -1.86824  0.000
55 N 0.52896 -2.14940 4.09305  0.018
56 C 1.15636 -1.49098 3.12015  0.030
57 S 1.19417 0.23202 3.11318  0.150
58 N 1.78367 -2.15076 2.14991  0.013
59 C 1.82575 -3.55133 1.90453  0.000
60 C 1.72890 -3.96581 0.58059  0.002
61 C 1.79966 -5.31429 0.27746  0.000
62 C 1.96057 -6.25101 1.28982  0.002
63 C 2.07793 -5.82886 2.60472  0.000
64 C 2.02582 -4.47774 2.91925  0.002
65 H -0.08928 -1.59069 4.65640  0.000
66 H 0.25067 -3.10961 3.93530  0.001
67 H 2.10790 -1.55508 1.39195  0.000
68 H 1.60721 -3.22298 -0.20019  0.000
69 H 1.72998 -5.63464 -0.75395  0.000
70 H 2.01109 -7.30478 1.05214  0.000
71 H 2.23142 -6.55179 3.39457  0.000
72 H 2.17547 -4.15211 3.93994  0.000
73 O 1.40364 -0.48323 -0.12893  0.097
74 C 1.96496 0.64796 -0.27440  0.012
75 O 1.54784 1.66109 0.32165  0.088
76 C 3.09927 0.76833 -1.23959  0.004
77 C 3.65286 2.01543 -1.49359  0.001
78 C 4.66522 2.11120 -2.42749  0.000
79 C 5.15235 1.01842 -3.11834  0.000
80 C 4.56962 -0.20280 -2.84149  0.000
81 C 3.55298 -0.35343 -1.91932  0.002
82 N 5.04115 -1.39529 -3.57898  0.000
83 O 5.94299 -1.23751 -4.37064  0.000
84 O 4.49422 -2.44976 -3.33291  0.000
85 N 5.24273 3.44199 -2.71463  0.000
86 O 6.14983 3.49091 -3.51423  0.000
87 O 4.69385 4.40047 -2.21268  0.000
88 H 3.29480 2.89037 -0.97213  0.000
89 H 5.94521 1.11395 -3.84440  0.000
90 H 3.11396 -1.32398 -1.74226  0.000